# 1
{
  "formula": "C58H98BN12O2Pb",
  "method": "ωB97M-V/def2-TZVPD",
  "orbital_gap_ev": 4.35,
  "molar_mass_g_mol": 1213.52,
  "lumo_energy_ev": 1.68,
  "energy_ha": -3293.772099,
  "homo_energy_ev": -2.67,
  "charge": -1,
  "spin_multiplicity": 1,
  "species": ["Pb", "C", "C", "C", "C", "C", "C", "N", "O", "C", "C", "C", "H", "H", "H", "H", "H", "H", "H", "H", "H", "H", "H", "H", "H", "H", "H", "H", "H", "H", "C", "C", "C", "C", "C", "C", "N", "O", "C", "C", "C", "H", "H", "H", "H", "H", "H", "H", "H", "H", "H", "H", "H", "H", "H", "H", "H", "H", "H", "B", "H", "H", "H", "H", "C", "C", "C", "C", "N", "H", "H", "H", "H", "H", "H", "H", "C", "C", "C", "C", "N", "H", "H", "H", "H", "H", "H", "H", "C", "C", "C", "C", "N", "H", "H", "H", "H", "H", "H", "H", "C", "C", "C", "C", "N", "H", "H", "H", "H", "H", "H", "H", "N", "C", "C", "C", "C", "H", "H", "H", "H", "H", "N", "C", "C", "C", "C", "H", "H", "H", "H", "H", "N", "C", "C", "C", "C", "H", "H", "H", "H", "H", "N", "C", "C", "C", "C", "H", "H", "H", "H", "H", "N", "C", "C", "C", "C", "H", "H", "H", "H", "H", "N", "C", "C", "C", "C", "H", "H", "H", "H", "H"],
  "xyz": [[3.4883, -1.4458, -0.6398], [0.9552, 1.8344, -0.0315], [-0.2190, 0.8332, -0.0203], [-1.1125, 1.2444, -1.2053], [-2.0975, 0.1408, -1.5944], [-1.3261, -1.1737, -1.8348], [-0.5520, -1.6516, -0.5857], [0.3282, -0.5113, -0.2365], [1.2894, -0.8500, 0.7503], [0.2957, -2.8838, -0.9804], [-1.5301, -2.0473, 0.5166], [-1.0447, 1.0654, 1.2913], [1.7538, 1.5868, 0.6754], [0.5799, 2.7804, 0.3614], [1.5112, 1.8594, -0.9699], [-0.5409, 1.6058, -2.0586], [-1.6974, 2.1210, -0.9006], [-2.5156, 0.3158, -2.5904], [-2.9284, -0.0984, -0.9314], [-0.6573, -1.0765, -2.6902], [-2.1326, -1.8657, -2.1054], [1.0015, -3.0839, -0.1773], [0.8372, -2.7081, -1.9084], [-0.4062, -3.6915, -1.1974], [-2.4814, -1.5287, 0.6546], [-1.0588, -2.0641, 1.5010], [-1.9060, -3.0627, 0.3505], [-1.1429, 2.1148, 1.5768], [-0.5150, 0.6102, 2.1347], [-1.9994, 0.5495, 1.1832], [5.9707, 0.3034, -4.1750], [4.6147, 1.0407, -4.2728], [4.5933, 1.9996, -5.4718], [3.2017, 2.5081, -5.8811], [2.3587, 1.2157, -6.1566], [2.2697, 0.2243, -5.0048], [3.6226, -0.0164, -4.5012], [3.5713, -0.9358, -3.4547], [1.6763, -1.0540, -5.5787], [1.3204, 0.8149, -3.9138], [4.2714, 1.8178, -2.9472], [6.1220, -0.2216, -5.1242], [5.9914, -0.4268, -3.3728], [6.8448, 0.9606, -4.2473], [5.0313, 1.5094, -6.3464], [5.3321, 2.7730, -5.2355], [3.1447, 3.1282, -6.7749], [2.5997, 2.9939, -5.1109], [2.7073, 0.7069, -7.0561], [1.3148, 1.5265, -6.2766], [0.6121, -0.9093, -5.7640], [1.8456, -1.9510, -4.9786], [2.2705, -1.3622, -6.4451], [0.2536, 0.8039, -4.1633], [1.4768, 1.8947, -3.8179], [1.4523, 0.3380, -2.9431], [4.5566, 2.8724, -3.0601], [4.9361, 1.5177, -2.1331], [3.2414, 1.8246, -2.6030], [3.8310, -3.6978, -1.7493], [2.9382, -3.1759, -2.2519], [4.8223, -3.1204, -1.8647], [3.5502, -3.8648, -0.6349], [3.9488, -4.7374, -2.2211], [-2.8018, -7.3232, 5.2049], [-3.5894, -6.0634, 5.5682], [-3.9142, -5.3436, 4.2769], [-2.7249, -4.6670, 3.6996], [-1.8573, -4.0370, 3.2857], [-2.3936, -7.7983, 6.0963], [-2.0661, -7.1977, 4.4105], [-3.5051, -8.0284, 4.7525], [-3.1088, -5.4311, 6.3132], [-4.5502, -6.3536, 5.9993], [-4.7266, -4.6390, 4.4679], [-4.2829, -6.0013, 3.4871], [6.4281, 4.8089, 2.5658], [5.6898, 3.4490, 2.7106], [4.5002, 3.2290, 1.7407], [4.2940, 1.9340, 1.1233], [4.0338, 0.9395, 0.6180], [7.3234, 4.7638, 3.1860], [5.8180, 5.6530, 2.8840], [6.7649, 4.8891, 1.5321], [5.3881, 3.2965, 3.7464], [6.5084, 2.7320, 2.6205], [4.5763, 3.8866, 0.8701], [3.5756, 3.4831, 2.2616], [-0.7537, -8.1299, -1.3736], [0.2122, -7.0253, -1.8160], [-0.1770, -6.4661, -3.1212], [0.7375, -5.4403, -3.6835], [1.4822, -4.6937, -4.1350], [-0.4309, -8.5520, -0.4182], [-0.9115, -8.9345, -2.0871], [-1.6954, -7.6701, -1.0551], [1.1734, -7.5409, -1.9326], [0.4865, -6.2845, -1.0634], [-1.1189, -5.9067, -3.1215], [-0.2328, -7.2403, -3.8896], [0.8171, -2.5602, 3.0502], [1.9857, -1.7323, 3.5559], [1.7398, -0.2114, 3.5470], [2.9049, 0.5457, 3.8974], [3.8818, 1.1108, 4.1190], [0.5703, -2.2922, 2.0232], [0.0230, -2.3001, 3.7595], [0.9788, -3.6341, 3.1239], [2.8174, -1.9546, 2.8764], [2.4127, -2.1177, 4.4846], [0.9543, 0.0570, 4.2611], [1.3981, 0.1441, 2.5687], [-0.6416, 4.2781, 2.8916], [-0.5514, 5.3066, 3.7905], [0.4695, 5.0383, 4.6853], [1.0850, 3.8281, 4.2547], [0.3007, 3.3502, 3.2224], [-1.2369, 4.2589, 2.0712], [-1.1339, 6.1949, 3.6058], [0.9020, 5.6274, 5.4785], [1.9113, 3.2296, 4.6066], [0.5110, 2.4695, 2.6328], [-5.7535, -1.1246, -0.3752], [-6.5394, -0.0356, -0.0713], [-6.3482, 0.8442, -1.1040], [-5.5443, 0.2541, -2.0676], [-5.1391, -0.9518, -1.6072], [-5.6095, -1.8972, 0.2493], [-7.0740, 0.0541, 0.8567], [-6.7281, 1.8540, -1.1597], [-5.2560, 0.7246, -2.9950], [-4.6286, -1.8214, -1.9874], [-3.0276, 6.0445, 1.2069], [-2.6937, 4.8174, 0.7027], [-1.6531, 5.0059, -0.1610], [-1.3868, 6.3898, -0.2540], [-2.2611, 6.9977, 0.6043], [-3.7084, 6.2259, 1.9215], [-3.2927, 3.9862, 1.0389], [-1.1829, 4.2764, -0.8019], [-0.6887, 6.7628, -0.9848], [-2.5367, 8.0356, 0.7147], [2.8935, 6.1969, 1.0040], [1.9045, 5.6840, 0.2146], [2.4226, 5.5343, -1.0551], [3.8076, 5.7841, -0.9785], [4.0643, 6.3204, 0.2727], [2.7826, 6.4727, 1.9634], [0.9045, 5.5823, 0.5997], [1.9544, 5.2363, -1.9801], [4.5592, 5.7504, -1.7511], [4.9712, 6.6153, 0.7730], [-4.1916, 2.1951, 4.3444], [-3.3793, 2.1968, 3.2128], [-4.2084, 1.9200, 2.1576], [-5.5458, 1.9018, 2.5445], [-5.4875, 2.0252, 3.9222], [-3.7643, 2.0974, 5.2466], [-2.3113, 2.0787, 3.2915], [-3.8456, 1.6579, 1.1724], [-6.4104, 1.6846, 1.9477], [-6.2505, 1.7949, 4.6511], [-4.0541, -4.5761, 0.3909], [-4.1729, -4.9069, -0.9310], [-5.5014, -4.8938, -1.3125], [-6.2474, -4.5857, -0.1562], [-5.3382, -4.3583, 0.8433], [-3.2436, -4.5693, 0.9873], [-3.2891, -5.1249, -1.5091], [-5.9274, -4.9623, -2.2997], [-7.3013, -4.3605, -0.1779], [-5.4641, -3.9867, 1.8496]],
  "lowdin_charge": [1.448, -0.033, -0.460, -0.124, -0.174, -0.126, -0.479, -0.146, -0.425, -0.033, -0.041, -0.033, 0.035, 0.058, 0.075, 0.098, 0.096, 0.106, 0.070, 0.109, 0.103, 0.060, 0.061, 0.072, 0.069, 0.044, 0.046, 0.036, 0.071, 0.059, -0.042, -0.489, -0.154, -0.154, -0.156, -0.522, -0.179, -0.338, -0.042, -0.058, -0.030, 0.077, 0.069, 0.072, 0.111, 0.104, 0.097, 0.088, 0.107, 0.112, 0.078, 0.059, 0.078, 0.071, 0.059, 0.052, 0.065, 0.051, 0.042, -0.629, -0.086, -0.064, -0.078, -0.030, -0.106, -0.260, -0.208, -0.188, 0.206, 0.072, 0.075, 0.075, 0.114, 0.107, 0.116, 0.114, -0.114, -0.240, -0.165, -0.195, 0.094, 0.064, 0.059, 0.070, 0.079, 0.104, 0.095, 0.106, -0.106, -0.274, -0.217, -0.204, 0.192, 0.068, 0.073, 0.061, 0.118, 0.117, 0.111, 0.122, -0.143, -0.244, -0.194, -0.231, 0.173, 0.023, 0.055, 0.068, 0.099, 0.106, 0.123, 0.074, 0.036, -0.143, -0.113, -0.102, -0.156, 0.078, 0.095, 0.080, 0.075, 0.075, 0.036, -0.139, -0.129, -0.132, -0.135, 0.107, 0.091, 0.094, 0.100, 0.109, 0.022, -0.153, -0.119, -0.104, -0.140, 0.149, 0.093, 0.094, 0.099, 0.106, 0.016, -0.133, -0.098, -0.118, -0.152, 0.142, 0.079, 0.095, 0.092, 0.091, 0.021, -0.119, -0.149, -0.094, -0.147, 0.141, 0.089, 0.091, 0.066, 0.098, 0.041, -0.137, -0.107, -0.123, -0.178, 0.105, 0.099, 0.094, 0.096, 0.100]
}

=====

# 2
{
  "formula": "CH4NO3",
  "method": "ωB97M-V/def2-TZVPD",
  "orbital_gap_ev": 10.14,
  "molar_mass_g_mol": 78.05,
  "de_lowest_ev": 5.963,
  "lumo_energy_ev": -7.19,
  "energy_ha": -320.384027,
  "homo_energy_ev": -17.33,
  "charge": 1,
  "smiles": "C[N+](=O)OO",
  "spin_multiplicity": 1,
  "species": ["C", "N", "O", "O", "O", "H", "H", "H", "H"],
  "xyz": [[-0.4770, -1.1411, -0.2131], [-0.7525, 0.2623, 0.2851], [-1.7632, 0.5517, 0.7253], [0.5024, 0.8616, 0.0497], [1.3127, 2.1086, -0.0608], [0.5263, -1.3704, 0.2781], [-0.1875, -1.0479, -1.2381], [-1.3072, -1.9347, 0.0726], [2.1459, 1.7099, 0.1013]],
  "nbo_charge": [-0.487, 0.585, -0.026, -0.183, -0.259, 0.286, 0.283, 0.306, 0.495]
}

=====

# 3
{
  "formula": "C23H24IrN7S4Sb",
  "method": "ωB97M-V/def2-TZVPD",
  "orbital_gap_ev": [5.95, 4.99],
  "molar_mass_g_mol": 840.74,
  "de_lowest_ev": 1.526,
  "lumo_energy_ev": [-1.26, -2.09],
  "energy_ha": -3211.529263,
  "homo_energy_ev": [-7.21, -7.08],
  "s2": 0.770,
  "spin_multiplicity": 2,
  "species": ["Ir", "C", "C", "C", "C", "N", "C", "N", "C", "N", "C", "N", "C", "C", "C", "C", "C", "N", "C", "C", "C", "C", "C", "C", "H", "H", "H", "H", "H", "H", "H", "H", "H", "H", "H", "H", "S", "Sb", "S", "S", "C", "N", "C", "C", "S", "N", "C", "C", "H", "H", "H", "H", "H", "H", "H", "H", "H", "H", "H", "H"],
  "xyz": [[-0.9718, 0.4151, 1.7925], [-1.1698, 4.6770, 1.6897], [-1.3370, 5.0081, 0.3367], [-1.7086, 4.0179, -0.5228], [-1.8592, 2.6774, -0.0761], [-1.5667, 2.3476, 1.2282], [-1.3151, 3.3652, 2.0611], [-2.3250, 1.8257, -0.9738], [-2.3986, 0.5216, -0.8668], [-1.8638, -0.2510, 0.1418], [-2.1234, -1.5751, -0.1340], [-1.7631, -2.6195, 0.5746], [-1.0389, -2.6402, 1.6829], [-0.8807, -3.9154, 2.2842], [-0.1155, -4.0775, 3.3995], [0.5725, -2.9630, 3.8928], [0.3797, -1.7529, 3.2812], [-0.4376, -1.5385, 2.2405], [-2.8387, -1.6622, -1.3713], [-3.3239, -2.7452, -2.0970], [-3.9420, -2.4853, -3.3012], [-4.0800, -1.1776, -3.7828], [-3.6233, -0.0939, -3.0623], [-2.9936, -0.3377, -1.8457], [-0.9515, 5.4253, 2.4342], [-1.2035, 6.0250, -0.0023], [-1.9146, 4.2033, -1.5647], [-1.2458, 3.1021, 3.1108], [-1.4092, -4.7286, 1.8185], [-0.0351, -5.0358, 3.8868], [1.2351, -3.0293, 4.7384], [0.9119, -0.8965, 3.6708], [-3.2165, -3.7493, -1.7178], [-4.3359, -3.3034, -3.8862], [-4.5587, -1.0197, -4.7384], [-3.7361, 0.9142, -3.4291], [2.6908, 0.4550, 5.0325], [1.3373, 2.0857, 4.0950], [-0.9010, 0.9298, 4.0931], [1.5332, 1.2698, 1.7736], [4.5124, 0.6122, -0.3284], [3.4030, 1.1576, -1.0859], [3.3075, 2.5958, -0.9532], [2.2541, 0.4629, -1.2610], [0.7754, 1.2589, -1.0732], [2.2801, -0.8238, -1.6421], [1.0513, -1.5824, -1.6789], [3.4102, -1.4552, -2.2847], [4.4875, 1.0246, 0.6847], [5.4550, 0.8911, -0.8027], [4.4479, -0.4665, -0.2510], [4.2984, 3.0236, -1.0944], [2.9307, 2.8713, 0.0363], [2.6259, 2.9852, -1.7061], [0.4109, -1.2860, -0.8485], [1.2836, -2.6421, -1.5925], [0.5068, -1.4087, -2.6116], [4.1171, -0.7098, -2.6380], [3.0472, -2.0240, -3.1413], [3.9187, -2.1530, -1.6149]],
  "mulliken_spin": [0.034, 0.000, -0.002, 0.003, -0.002, -0.004, -0.004, 0.003, -0.004, 0.007, -0.004, 0.003, -0.002, 0.001, 0.001, 0.004, -0.012, -0.007, -0.002, 0.000, 0.000, 0.000, 0.000, 0.001, 0.000, 0.000, 0.000, 0.007, 0.000, 0.000, -0.003, 0.005, 0.000, 0.000, 0.000, 0.000, 0.783, -0.017, 0.030, 0.144, 0.000, -0.001, -0.001, -0.001, 0.036, 0.001, 0.004, -0.001, -0.001, 0.000, 0.000, 0.000, 0.002, 0.000, -0.006, 0.000, 0.000, 0.000, 0.000, 0.000]
}

=====

# 4
{
  "formula": "C3H3N3O",
  "method": "ωB97M-V/def2-TZVPD",
  "orbital_gap_ev": 10.48,
  "molar_mass_g_mol": 97.08,
  "de_lowest_ev": 1.717,
  "lumo_energy_ev": -0.07,
  "energy_ha": -355.576774,
  "homo_energy_ev": -10.55,
  "spin_multiplicity": 1,
  "species": ["C", "C", "C", "H", "H", "H", "N", "N", "N", "O"],
  "xyz": [[-0.8700, 0.1451, -0.0122], [0.9503, -1.0437, 0.0154], [0.8805, 1.2075, -0.0919], [-2.4737, -0.7546, -0.0779], [1.3764, -2.0552, 0.3901], [1.4641, 2.2048, -0.0339], [-0.3021, -1.0550, -0.2506], [1.6475, 0.0186, 0.0351], [-0.4304, 1.2834, -0.0438], [-2.2424, 0.0491, 0.0696]],
  "nbo_charge": [0.686, 0.298, 0.309, 0.471, 0.186, 0.204, -0.532, -0.503, -0.487, -0.633]
}